(1)
Entry from OMol25: a cluster of 11 separate species, C23H70N2O11 in total (ωB97M-V/def2-TZVPD).

Values from the calculation:
total charge = 0
SMILES = COC[C@H](C)N.COC[C@H](C)N.CC(C)O.CC(C)O.CC(C)O.CO.CO.CO.CO.CO.CO
2S+1 = 1

Element x y z (Å)
C  5.51084  3.15864  27.52976
O  6.39029  3.95724  26.76556
C  5.65118  4.95906  26.01438
C  6.67300  5.86105  25.29053
C  6.05074  6.94150  24.39688
N  7.48205  4.97017  24.43473
H  6.05750  2.54065  28.24204
H  4.88954  2.45745  26.97262
H  4.91930  3.79292  28.18996
H  4.93740  4.58942  25.27820
H  5.03011  5.59635  26.64387
H  7.33390  6.35432  26.00329
H  5.41388  7.53745  25.05062
H  5.52183  6.40608  23.60842
H  6.74160  7.67900  23.98835
H  6.86133  4.58906  23.73504
H  7.64784  4.13143  24.97244
C  -7.82195  18.42450  26.12020
O  -6.47741  18.02511  26.35161
C  -6.21340  16.63144  26.24113
C  -4.80721  16.14215  26.66984
C  -3.66390  16.79302  25.82702
N  -4.75617  14.67846  26.52713
H  -8.12087  18.47634  25.07327
H  -7.94367  19.48755  26.32810
H  -8.59961  17.82473  26.59304
H  -6.98150  16.09327  26.79655
H  -6.36925  16.33057  25.20513
H  -4.64348  16.30680  27.73481
H  -3.76044  16.49639  24.78262
H  -2.71806  16.42576  26.22527
H  -3.76146  17.87800  25.86434
H  -3.79576  14.42489  26.70999
H  -5.38055  14.26789  27.20660
C  3.11452  13.60600  23.08507
C  4.00338  14.79829  23.32902
C  4.15237  15.04582  24.84748
O  5.26893  14.57185  22.73000
H  3.01404  13.51606  22.00345
H  2.09946  13.71902  23.46584
H  3.53005  12.70030  23.52681
H  3.55991  15.67921  22.86492
H  4.92100  15.75030  25.16535
H  4.19248  14.12753  25.43335
H  3.28169  15.56306  25.25057
H  5.17216  14.36073  21.79852
C  -0.48044  7.58700  21.42197
C  -0.75364  6.40587  22.36192
C  -2.21585  5.95629  22.39930
O  0.19495  5.37271  21.97018
H  -0.91639  8.54487  21.70578
H  -0.91821  7.40907  20.43972
H  0.59198  7.67172  21.24644
H  -0.40294  6.70884  23.34848
H  -2.88219  6.58999  22.98453
H  -2.23644  4.97977  22.88312
H  -2.42569  5.87093  21.33310
H  0.37597  5.49476  21.03533
C  -7.66613  8.86257  29.87381
C  -6.49162  9.83954  30.13660
C  -5.20281  9.39372  29.39796
O  -6.86707  11.03683  29.52980
H  -7.53736  7.87537  30.31759
H  -7.77969  8.76522  28.79412
H  -8.61176  9.25002  30.25298
H  -6.30302  9.98467  31.20030
H  -4.87593  8.48760  29.90807
H  -4.44206  10.17433  29.39579
H  -5.38527  9.05593  28.37781
H  -7.68147  11.25093  29.99079
C  -2.40990  14.08357  31.79677
O  -2.32951  13.29730  33.00671
H  -3.30048  13.89734  31.19654
H  -2.33977  15.16289  31.93187
H  -1.54970  13.83147  31.17661
H  -2.64313  12.42261  32.76554
C  -0.13416  10.52301  26.37800
O  -0.24494  11.56508  27.28873
H  0.87888  10.54567  25.97635
H  -0.14361  9.53720  26.84297
H  -0.89018  10.57646  25.59462
H  0.50308  11.45285  27.87989
C  1.68349  10.16754  31.90101
O  2.22778  10.65355  30.66935
H  0.63207  10.32418  32.14198
H  1.65269  9.08492  31.77815
H  2.35804  10.40544  32.72349
H  3.12731  10.32947  30.58325
C  -5.11773  11.55041  22.18802
O  -5.87838  12.41589  23.02109
H  -4.65475  10.76123  22.78044
H  -5.72282  11.06741  21.42077
H  -4.31940  12.10346  21.69316
H  -5.33740  12.68823  23.76592
C  2.80488  15.80367  30.10811
O  3.23382  17.12256  29.71220
H  3.63151  15.10653  30.24512
H  2.44844  15.88458  31.13499
H  2.01817  15.42367  29.45634
H  2.51154  17.63066  29.33569
C  -0.22679  5.50300  28.34404
O  -1.60975  5.25323  28.29409
H  0.18927  5.61409  27.34271
H  -0.07983  6.41341  28.92512
H  0.25565  4.66641  28.84948
H  -1.86365  5.01650  29.18913

Cartesian forces (eV/Å) of the 3 atoms listed first:
C 0.2 -0.1 1.0
O -1.3 0.6 -0.8
C 0.7 1.2 0.3

Here are the Löwdin charges for atoms 1 to 99, given in e: -0.124 -0.184 -0.195 -0.428 -0.063 0.028 0.084 0.088 0.081 0.125 0.115 0.134 0.072 0.076 0.078 0.060 0.053 -0.119 -0.182 -0.202 -0.418 -0.048 0.024 0.077 0.084 0.084 0.114 0.124 0.126 0.076 0.068 0.073 0.064 0.069 -0.074 -0.497 -0.053 -0.050 0.075 0.081 0.084 0.129 0.076 0.074 0.072 0.083 -0.071 -0.474 -0.047 -0.066 0.078 0.074 0.079 0.125 0.080 0.077 0.077 0.070 -0.057 -0.499 -0.051 -0.058 0.075 0.082 0.071 0.129 0.073 0.074 0.077 0.084 -0.151 -0.125 0.071 0.075 0.067 0.063 -0.191 -0.111 0.074 0.069 0.083 0.071 -0.153 -0.133 0.077 0.066 0.078 0.071 -0.169 -0.125 0.069 0.077 0.070 0.063 -0.149 -0.134 0.074 0.067 0.074

(2)
Entry from OMol25: a cluster of 12 separate species, C23H70N2O19 in total (ωB97M-V/def2-TZVPD).

Values from the calculation:
total charge = 0
SMILES = NC(N)=O.OCCO.OCCO.OCCO.OCCO.OCCO.OCCO.OCCO.CCO.CCO.CCO.CCO
2S+1 = 1

Element x y z (Å)
N  -0.00972  -0.94391  1.82302
C  -0.45189  0.23722  1.46219
N  0.20186  0.50919  0.36850
O  -1.33375  0.88350  2.00006
H  -0.63642  -1.45076  2.43167
H  0.82326  -1.42739  1.51890
H  1.11092  0.08793  0.24103
H  -0.03832  1.27400  -0.24589
O  -1.60602  -2.74774  3.60833
C  -3.01672  -2.56650  3.50507
C  -3.35358  -1.22774  4.20547
O  -3.36790  -1.33916  5.62888
H  -1.41873  -3.29549  4.37415
H  -3.17828  -2.38732  2.44210
H  -3.51193  -3.48021  3.83370
H  -4.37859  -1.07665  3.86691
H  -2.86137  -0.29832  3.91908
H  -3.85546  -2.08396  5.98826
O  2.75465  -0.85420  6.08103
C  1.73591  -0.64764  5.10544
C  0.90403  0.66858  5.32925
O  -0.04669  0.74504  6.44364
H  2.35972  -0.65684  6.93349
H  2.10849  -0.46534  4.09745
H  1.10484  -1.52429  4.95940
H  0.22598  0.88723  4.50430
H  1.52140  1.56376  5.25445
H  -0.35116  -0.15140  6.60271
O  2.49804  2.08091  -1.69870
C  3.69657  1.92053  -2.46554
C  3.62111  3.03867  -3.47884
O  2.64863  2.77287  -4.51664
H  1.89148  1.42379  -2.04781
H  4.50496  2.08307  -1.75267
H  3.84367  0.92714  -2.88938
H  4.55167  2.99801  -4.04497
H  3.42963  4.05962  -3.14855
H  1.83545  2.87373  -4.01648
O  0.54564  0.42239  -3.11665
C  0.94719  -0.49947  -4.05898
C  0.89355  -0.06572  -5.53327
O  -0.41418  0.03089  -6.13727
H  -0.34170  0.23508  -2.80180
H  1.99697  -0.66570  -3.81723
H  0.38412  -1.41220  -3.86412
H  1.47219  -0.78048  -6.11842
H  1.54257  0.78493  -5.74130
H  -0.45761  0.01429  -7.09614
O  2.20122  -4.66789  1.19451
C  1.74762  -4.65796  2.51026
C  0.28468  -4.92794  2.30483
O  0.07609  -6.22216  1.70493
H  2.09844  -5.57415  0.89497
H  2.41598  -5.36287  3.00473
H  1.91486  -3.72442  3.04750
H  -0.10640  -4.15951  1.63800
H  -0.27909  -4.94153  3.23761
H  -0.86394  -6.38942  1.60510
O  -1.49192  2.29759  -5.17660
C  -2.77371  1.98111  -4.53141
C  -2.72155  2.15214  -3.00207
O  -2.09350  0.99998  -2.36854
H  -1.00886  1.47562  -5.28890
H  -3.49813  2.72245  -4.86865
H  -3.08987  0.96090  -4.74893
H  -3.75837  2.17631  -2.66662
H  -2.31290  3.09949  -2.65046
H  -2.52897  0.16432  -2.55192
O  -3.79588  0.18889  0.98214
C  -4.51749  1.37035  1.04718
C  -3.69074  2.67826  0.61839
O  -2.71538  3.03825  1.59508
H  -2.93002  0.38134  1.34936
H  -5.37017  1.32947  0.36942
H  -4.93217  1.50766  2.04582
H  -4.44294  3.46551  0.56802
H  -3.20918  2.65960  -0.35929
H  -2.26817  2.20021  1.73392
C  1.96840  -3.47422  -2.06237
C  2.84421  -2.45544  -1.35839
O  2.14067  -2.21418  -0.11760
H  1.01067  -3.01370  -2.30479
H  1.90074  -4.42393  -1.53173
H  2.43217  -3.81832  -2.98682
H  2.77164  -1.53331  -1.93502
H  3.85707  -2.85776  -1.33976
H  2.28581  -2.95736  0.47250
C  -0.30219  4.61884  -0.57609
C  1.18868  4.95819  -0.47951
O  1.30576  6.31988  -0.12490
H  -0.52865  3.63351  -0.98344
H  -0.60075  5.44167  -1.22563
H  -0.71163  4.63749  0.43391
H  1.59079  4.71979  -1.46418
H  1.65188  4.27847  0.23570
H  0.76147  6.82533  -0.73308
C  -2.35741  -2.06881  -1.10426
C  -2.58580  -2.57224  -2.51541
O  -3.26728  -1.64668  -3.34325
H  -1.85848  -2.89448  -0.59688
H  -3.34677  -1.85326  -0.70076
H  -1.79698  -1.13690  -1.02973
H  -3.22927  -3.44541  -2.62325
H  -1.68705  -2.90086  -3.03728
H  -3.57763  -2.24737  -4.02476
C  3.43543  0.79848  1.45552
C  3.46687  2.26843  1.60700
O  3.90424  2.42733  2.90191
H  4.44103  0.37866  1.48033
H  3.06569  0.55709  0.45897
H  2.88644  0.32200  2.26773
H  2.45282  2.64717  1.47907
H  4.08161  2.79391  0.87620
H  3.54195  3.19289  3.35386

Cartesian forces (eV/Å) of the 3 atoms listed first:
N -0.7 -3.4 3.8
C 0.9 -0.5 -0.8
N 1.4 3.1 -3.7

Here are the Löwdin charges for atoms 1 to 99, given in e: 0.208 -0.680 0.217 0.028 0.076 0.089 0.075 0.110 -0.118 -0.191 -0.215 -0.071 0.083 0.110 0.125 0.107 0.120 0.081 -0.053 -0.230 -0.190 -0.082 0.080 0.083 0.097 0.096 0.114 0.067 -0.093 -0.211 -0.221 -0.075 0.031 0.114 0.119 0.114 0.120 0.067 -0.068 -0.232 -0.184 -0.072 0.055 0.107 0.114 0.115 0.110 0.105 -0.089 -0.217 -0.228 -0.063 0.100 0.131 0.125 0.115 0.105 0.087 -0.083 -0.186 -0.192 -0.108 0.007 0.112 0.113 0.108 0.111 0.037 -0.080 -0.228 -0.201 -0.088 0.023 0.107 0.112 0.107 0.084 -0.006 -0.089 -0.254 -0.110 0.057 0.068 0.075 0.087 0.118 0.033 -0.067 -0.327 -0.066 0.056 0.075 0.076 0.089 0.090 0.074 -0.057 -0.320 -0.085

Number 1: F_max 2.2 eV/Å, frontier orbital gap 9.297 eV, electronic energy -1855.19149 hartree. Number 2: F_max 5.2 eV/Å, frontier orbital gap 9.183 eV, electronic energy -2457.16525 hartree.